DFT (wB97M-V/def2-TZVPD) results for 10 unconnected molecules or ions with the total composition C45H55F5O5 at a distorted geometry.

Atoms and positions in Å:
1 F 3.176449 0.522234 1.444215
2 C 3.243016 1.858131 1.650244
3 C 3.341572 2.688163 0.555105
4 C 3.548900 4.045826 0.752837
5 C 3.619684 4.550758 2.046405
6 C 3.404627 3.719485 3.135693
7 C 3.215557 2.361798 2.935761
8 H 3.318653 2.329766 -0.466546
9 H 3.712378 4.687972 -0.100837
10 H 3.804159 5.611793 2.163572
11 H 3.390485 4.133542 4.133418
12 H 3.017197 1.704435 3.774178
13 F 7.461381 -2.100277 5.226991
14 C 6.180079 -2.335440 4.885166
15 C 5.499883 -3.343652 5.526726
16 C 4.191681 -3.615387 5.155937
17 C 3.557455 -2.809419 4.210865
18 C 4.259424 -1.791683 3.574690
19 C 5.577375 -1.535754 3.929494
20 H 6.011315 -3.941779 6.270326
21 H 3.609818 -4.377198 5.657076
22 H 2.522580 -2.968587 3.932389
23 H 3.794068 -1.183357 2.812987
24 H 6.143884 -0.750063 3.443967
25 F 2.834451 -4.983932 -3.416446
26 C 2.230705 -3.782433 -3.511252
27 C 2.925020 -2.716498 -4.042650
28 C 2.268668 -1.492720 -4.135951
29 C 0.981920 -1.335916 -3.647554
30 C 0.307894 -2.431163 -3.121412
31 C 0.933341 -3.666781 -3.061321
32 H 3.935772 -2.828796 -4.410353
33 H 2.779834 -0.598412 -4.473080
34 H 0.537763 -0.349470 -3.612593
35 H -0.697174 -2.298846 -2.746123
36 H 0.445116 -4.505195 -2.580489
37 F -6.560631 -4.574006 -2.327603
38 C -5.348363 -4.699050 -1.738632
39 C -5.115721 -5.818827 -0.960741
40 C -3.873721 -5.934242 -0.358174
41 C -2.930022 -4.932082 -0.522426
42 C -3.151451 -3.884968 -1.408699
43 C -4.371806 -3.782018 -2.063527
44 H -5.905942 -6.542113 -0.819062
45 H -3.647411 -6.804186 0.244067
46 H -1.974619 -4.985503 -0.014646
47 H -2.349513 -3.182227 -1.583814
48 H -4.588040 -2.911904 -2.668734
49 F -5.290836 2.335064 1.796444
50 C -5.280532 1.018761 1.490710
51 C -6.270529 0.203210 2.008798
52 C -6.431672 -1.068316 1.489376
53 C -5.491662 -1.588655 0.614665
54 C -4.410835 -0.811795 0.235983
55 C -4.368359 0.531674 0.586822
56 H -6.988420 0.605869 2.712658
57 H -7.247340 -1.679144 1.853125
58 H -5.552564 -2.620147 0.291740
59 H -3.658709 -1.170734 -0.454374
60 H -3.629403 1.201852 0.160425
61 C -4.798879 1.745405 -3.198846
62 C -3.630887 1.145715 -3.929222
63 C -2.459029 0.661725 -3.080397
64 O -3.601112 1.097004 -5.134033
65 H -5.650511 1.831358 -3.867431
66 H -4.554528 2.727957 -2.781799
67 H -5.049759 1.159257 -2.307673
68 H -1.567613 1.060058 -3.568219
69 H -2.340736 -0.421632 -3.138708
70 H -2.612927 1.023706 -2.069198
71 C -1.070727 4.333822 -3.031785
72 C -1.301338 4.192834 -1.536778
73 C -0.563581 5.166799 -0.654101
74 O -1.894811 3.252550 -1.063477
75 H -1.551319 5.245613 -3.393142
76 H -1.524901 3.493827 -3.553237
77 H 0.002333 4.369701 -3.211468
78 H -1.245496 5.667735 0.036293
79 H -0.072771 5.949560 -1.235432
80 H 0.203271 4.668111 -0.059967
81 C 1.407054 -1.488215 -0.016842
82 C 0.070261 -0.811726 -0.016442
83 C 0.083053 0.672376 -0.176688
84 O -0.963038 -1.425155 0.132073
85 H 1.439111 -2.395809 -0.614596
86 H 1.698938 -1.776174 0.997618
87 H 2.191694 -0.809151 -0.350701
88 H 0.755736 1.126669 0.563379
89 H -0.865038 1.181332 -0.024982
90 H 0.491123 0.964397 -1.149481
91 C 5.077350 -0.144876 -1.798915
92 C 5.945452 -0.109052 -0.560774
93 C 6.468627 -1.433417 -0.060053
94 O 6.143601 0.915428 0.045289
95 H 4.779615 0.859434 -2.087777
96 H 4.167686 -0.716805 -1.594500
97 H 5.609832 -0.661455 -2.600771
98 H 5.677368 -2.184378 -0.132740
99 H 6.781771 -1.325323 0.973810
100 H 7.297865 -1.793035 -0.671744
101 C -1.816959 2.648392 2.333446
102 C -1.824991 4.067972 2.836292
103 C -3.166242 4.693142 3.108646
104 O -0.800257 4.694226 2.993703
105 H -0.844450 2.379393 1.936565
106 H -2.580557 2.598179 1.557514
107 H -2.054590 1.975747 3.160851
108 H -3.817205 4.003707 3.652107
109 H -3.681349 4.953185 2.182240
110 H -3.032972 5.592227 3.706278

Atoms 1-6, force components in eV/Å:
F -0.197 -0.014 0.081
C 0.016 0.432 -0.088
C 0.221 0.267 -0.525
C 0.106 -0.227 0.514
C -0.154 0.332 -0.365
C 0.070 0.176 -0.290

Its structure (SMILES) is Fc1ccccc1.Fc1ccccc1.Fc1ccccc1.Fc1ccccc1.Fc1ccccc1.CC(C)=O.CC(C)=O.CC(C)=O.CC(C)=O.CC(C)=O. For the frontier orbital gap, the calculation gives 9.5 eV. The total energy comes out at -2623.22678 hartree.

Löwdin population analysis, charges in e, atoms 1 to 6:
1 F 0.03
2 C -0.29
3 C -0.03
4 C -0.08
5 C -0.09
6 C -0.07

DFT (wB97M-V/def2-TZVPD) results for a molecular structure, C45H55N7O2SbTi.

Atoms and positions in Å:
1 Ti -0.646237 -0.825790 -0.060864
2 O -0.743972 1.065834 0.317628
3 C -0.766708 2.227441 -0.283949
4 C -1.251188 3.360627 0.392570
5 C -1.275039 4.589825 -0.227412
6 C -0.802749 4.749085 -1.533478
7 C -0.301618 3.651873 -2.198295
8 C -0.278112 2.388071 -1.597255
9 C 0.276864 1.275989 -2.318628
10 N 0.272692 0.062338 -1.897637
11 N 0.915762 -0.828272 -2.747510
12 C 0.950090 -1.986159 -2.168449
13 O 0.454923 -2.209650 -0.991329
14 C 1.564660 -3.129568 -2.889562
15 C 1.505434 -4.401829 -2.331819
16 C 2.067674 -5.480573 -2.998627
17 C 2.695120 -5.292962 -4.221228
18 C 2.758315 -4.021487 -4.779420
19 C 2.195593 -2.942949 -4.118203
20 H -1.600550 3.232097 1.409376
21 H -1.659471 5.448413 0.310774
22 H -0.823741 5.719938 -2.010049
23 H 0.077783 3.750176 -3.209565
24 H 0.748662 1.471897 -3.281117
25 H 1.012094 -4.529786 -1.379605
26 H 2.017608 -6.469008 -2.559654
27 H 3.136580 -6.135108 -4.739777
28 H 3.249698 -3.872267 -5.732878
29 H 2.235652 -1.946772 -4.536872
30 C 0.440284 -4.358038 1.491010
31 C -0.526975 -3.805165 2.498622
32 C -0.461261 -4.229981 3.821925
33 C -1.347616 -3.754387 4.773334
34 C -2.310343 -2.830475 4.400630
35 C -2.393659 -2.377434 3.089286
36 C -3.400200 -1.327953 2.714019
37 C -1.499102 -2.871857 2.133083
38 N -1.598319 -2.382360 0.799135
39 C -2.711614 -2.816070 0.100228
40 C -3.417486 -4.100522 0.434192
41 C -3.135352 -1.975474 -0.871779
42 C -4.363897 -2.227415 -1.699860
43 N -2.374494 -0.807894 -0.971427
44 C -2.859637 0.227258 -1.820129
45 C -3.586789 1.286422 -1.256622
46 C -3.976275 1.255805 0.193900
47 C -3.988864 2.338770 -2.069930
48 C -3.710586 2.335498 -3.427884
49 C -3.066627 1.246317 -3.987744
50 C -2.652000 0.173878 -3.202380
51 C -2.051818 -1.035879 -3.864478
52 H 1.347502 -4.703139 1.987818
53 H 0.704216 -3.614742 0.741174
54 H 0.000012 -5.211669 0.963206
55 H 0.317395 -4.927033 4.109415
56 H -1.269374 -4.080811 5.802645
57 H -2.993063 -2.428042 5.140584
58 H -3.761403 -0.809954 3.602952
59 H -4.263636 -1.756318 2.194707
60 H -2.955682 -0.599920 2.035874
61 H -2.795408 -4.738391 1.061419
62 H -3.661476 -4.651088 -0.476615
63 H -4.356627 -3.929136 0.972632
64 H -5.212851 -2.488815 -1.062777
65 H -4.222489 -3.055671 -2.401903
66 H -4.645525 -1.350197 -2.280686
67 H -3.105343 1.147161 0.836833
68 H -4.627447 0.401351 0.396029
69 H -4.505971 2.169144 0.466336
70 H -4.525618 3.169474 -1.626548
71 H -4.014950 3.169075 -4.048880
72 H -2.884686 1.212334 -5.056680
73 H -1.235545 -0.757827 -4.531719
74 H -2.815504 -1.546594 -4.458252
75 H -1.663615 -1.744720 -3.138018
76 C 5.391193 3.689856 2.082941
77 C 5.357613 2.171331 2.203585
78 C 5.905905 1.736684 3.563241
79 Sb 3.467286 1.109683 1.877860
80 C 3.279374 1.301380 -0.281016
81 C 4.044597 2.437235 -0.948215
82 C 3.651950 -0.039934 -0.910206
83 C 1.972778 2.596335 2.420178
84 C 2.073426 2.912984 3.910097
85 C 1.912447 3.860784 1.571364
86 H 6.413678 4.058634 2.228856
87 H 4.770712 4.159263 2.848836
88 H 5.046766 4.042966 1.111101
89 H 6.001722 1.745868 1.425017
90 H 5.273078 2.104481 4.375928
91 H 6.912423 2.137447 3.726319
92 H 5.952082 0.650815 3.659460
93 H 2.207863 1.471850 -0.417360
94 H 5.120360 2.354188 -0.769225
95 H 3.721722 3.418895 -0.599963
96 H 3.895694 2.405920 -2.034109
97 H 4.712665 -0.261509 -0.753386
98 H 3.467145 -0.034546 -1.988568
99 H 3.078397 -0.864396 -0.479071
100 H 1.048814 2.030762 2.250665
101 H 2.997203 3.449367 4.143020
102 H 2.043745 2.004139 4.515642
103 H 1.241045 3.552200 4.224638
104 H 2.816625 4.463872 1.672160
105 H 1.067057 4.482939 1.886386
106 H 1.762349 3.640657 0.513339
107 N 2.749416 -2.235682 5.178867
108 C 2.028615 -1.518863 4.624300
109 N 1.224787 -0.622976 4.077254
110 C 0.773182 -0.768337 2.894654
111 N 0.267524 -0.789192 1.841064

Atoms 1-6, force components in eV/Å:
Ti 0.072 0.030 0.179
O -0.171 0.130 0.104
C 0.097 -0.022 0.004
C -0.035 -0.024 -0.019
C -0.025 -0.004 0.008
C 0.016 -0.002 -0.004

For the frontier orbital gap, the calculation gives 6.2 eV. As for the net charge: -1. The total energy comes out at -3371.46543 hartree.

Löwdin population analysis, charges in e, atoms 1 to 6:
1 Ti 1.09
2 O -0.19
3 C -0.34
4 C -0.03
5 C -0.09
6 C -0.10